Record 1
# C19H49BrNO10P2

6 unconnected molecules or ions with the total composition C19H49BrNO10P2 at a distorted geometry (wB97M-V/def2-TZVPD, the OMol25 dataset).

Each line ends with the Mulliken charge.
Positions of all 82 atoms, in Å:
C (-0.04, -0.38, 1.35)  -0.77
C (-1.52, -0.85, 1.01)  -0.23
C (-1.75, -2.41, 0.70)  -0.05
Br (-0.41, -3.24, -0.52)  -0.09
C (-3.20, -2.50, 0.00)  -0.78
C (-3.60, -0.93, -0.10)  -0.56
N (-2.39, 0.01, 0.10)  0.69
C (-1.96, 0.20, -1.33)  -1.04
C (-0.69, 1.13, -1.56)  0.36
C (0.49, 0.27, -2.29)  0.15
C (1.95, 0.61, -1.76)  -0.02
O (2.94, 0.38, -2.48)  -0.54
O (2.24, 1.15, -0.45)  -0.44
P (-3.24, 1.38, 0.94)  -0.04
P (-2.16, 3.25, 0.74)  1.02
O (-2.14, 3.82, -0.69)  -0.60
O (-3.04, 4.41, 1.66)  -0.53
O (-0.59, 3.25, 1.41)  -0.50
H (0.25, -0.75, 2.40)  0.24
H (0.14, 0.74, 1.32)  0.08
H (0.74, -0.87, 0.64)  0.27
H (-2.04, -0.75, 2.04)  0.34
H (-1.87, -2.95, 1.70)  0.53
H (-3.22, -2.89, -1.07)  0.24
H (-3.90, -3.15, 0.63)  0.35
H (-4.37, -0.61, -0.87)  0.48
H (-4.20, -0.80, 0.88)  0.46
H (-2.84, 0.60, -1.97)  0.34
H (-1.76, -0.85, -1.75)  0.27
H (-0.25, 1.61, -0.63)  -0.27
H (-0.97, 1.95, -2.32)  0.20
H (0.33, -0.86, -2.17)  0.21
H (0.51, 0.46, -3.42)  0.10
H (1.84, 2.05, -0.50)  0.35
H (-3.28, 1.05, 2.35)  -0.01
H (-2.80, 4.25, 2.60)  0.34
H (-0.66, 3.04, 2.38)  0.30
C (-0.43, 0.60, 6.11)  -0.98
C (-0.28, 1.75, 5.14)  -0.38
O (-1.01, 1.48, 3.94)  -0.29
H (-0.07, -0.33, 5.66)  0.14
H (0.12, 0.79, 7.03)  0.42
H (-1.49, 0.44, 6.36)  0.32
H (0.77, 1.89, 4.88)  0.35
H (-0.65, 2.69, 5.58)  0.28
H (-1.93, 1.37, 4.19)  0.18
C (1.22, 4.79, -4.44)  -1.03
C (0.33, 3.75, -5.09)  0.29
O (1.13, 2.81, -5.80)  -0.53
H (1.81, 5.32, -5.19)  0.30
H (0.62, 5.53, -3.89)  0.33
H (1.93, 4.33, -3.75)  0.26
H (-0.36, 4.22, -5.79)  0.33
H (-0.25, 3.21, -4.33)  -0.20
H (1.73, 2.40, -5.17)  0.31
C (6.99, -0.94, -0.83)  -0.89
C (7.14, 0.21, -1.81)  -0.21
O (6.42, -0.06, -3.01)  -0.51
H (7.36, -1.87, -1.28)  0.27
H (7.54, -0.74, 0.09)  0.31
H (5.93, -1.11, -0.59)  0.23
H (8.19, 0.36, -2.07)  0.29
H (6.75, 1.14, -1.37)  0.23
H (5.49, -0.18, -2.77)  0.29
C (0.00, -4.82, 6.50)  -1.15
C (0.13, -3.38, 6.04)  -0.16
O (-1.14, -2.87, 5.65)  -0.48
H (-0.41, -5.44, 5.70)  0.28
H (0.97, -5.22, 6.80)  0.35
H (-0.69, -4.89, 7.35)  0.35
H (0.80, -3.31, 5.18)  0.28
H (0.53, -2.75, 6.84)  0.26
H (-1.73, -2.92, 6.41)  0.27
C (-1.72, -2.99, -5.50)  -1.11
C (-2.21, -1.65, -5.00)  -0.19
O (-1.12, -0.84, -4.60)  -0.37
H (-1.15, -3.51, -4.72)  0.26
H (-2.56, -3.63, -5.80)  0.36
H (-1.05, -2.86, -6.35)  0.35
H (-2.87, -1.78, -4.14)  0.18
H (-2.77, -1.12, -5.78)  0.30
H (-0.54, -0.72, -5.37)  0.24

Its charge is +1. The largest force on an atom is 6.33 eV/Å. As for the HOMO energy: -11.2 eV.

=====

Record 2
# C19H49MnO21S6

A molecular structure, C19H49MnO21S6 at a distorted geometry (wB97M-V/def2-TZVPD, the OMol25 dataset).

Each line ends with the Mulliken charge.
Positions of all 96 atoms, in Å:
Mn (2.67, -1.12, -1.24)  1.06
O (-0.53, 0.23, 0.51)  -0.08
C (0.54, -0.13, -0.18)  1.33
O (1.56, 0.59, -0.31)  -0.53
O (0.58, -1.27, -0.78)  -0.93
H (-1.07, -0.59, 0.43)  0.02
O (-2.49, 1.64, -1.20)  -0.42
S (-2.75, 2.92, -0.63)  1.04
O (-2.60, 4.11, -1.39)  -0.66
O (-4.18, 2.94, 0.03)  -0.33
C (-4.59, 1.75, 0.80)  0.40
C (-6.10, 1.80, 0.83)  -1.47
C (-1.79, 3.12, 0.84)  -0.58
H (-4.16, 1.84, 1.80)  0.24
H (-4.16, 0.89, 0.29)  -0.01
H (-6.51, 1.86, -0.18)  0.36
H (-6.45, 2.63, 1.43)  0.36
H (-6.55, 0.90, 1.24)  0.40
H (-2.05, 4.04, 1.35)  0.42
H (-0.75, 3.14, 0.50)  0.09
H (-1.86, 2.24, 1.47)  0.16
O (3.15, -1.84, 0.76)  -0.35
S (2.61, -2.66, 1.84)  0.91
O (1.96, -3.87, 1.54)  -0.58
O (3.77, -2.88, 2.86)  -0.19
C (4.71, -3.95, 2.54)  -0.28
C (6.10, -3.46, 2.85)  -1.12
C (1.63, -1.59, 2.80)  -0.44
H (4.55, -4.35, 1.54)  0.38
H (4.49, -4.83, 3.16)  0.34
H (6.82, -4.26, 2.66)  0.40
H (6.18, -3.15, 3.88)  0.30
H (6.36, -2.63, 2.19)  0.25
H (1.16, -2.08, 3.65)  0.43
H (0.81, -1.26, 2.16)  -0.14
H (2.17, -0.69, 3.08)  0.35
O (-2.39, -1.96, 1.65)  -0.66
S (-1.93, -3.25, 2.06)  1.09
O (-1.07, -3.41, 3.19)  -0.66
O (-3.23, -4.11, 2.20)  -0.17
C (-3.08, -5.45, 2.77)  -0.04
C (-4.45, -6.05, 2.88)  -1.35
C (-1.18, -3.98, 0.62)  -0.32
H (-2.62, -5.34, 3.75)  0.30
H (-2.46, -6.04, 2.10)  0.27
H (-4.88, -6.22, 1.89)  0.33
H (-5.12, -5.40, 3.44)  0.34
H (-4.43, -7.04, 3.34)  0.40
H (-1.02, -5.04, 0.78)  0.49
H (-0.24, -3.44, 0.51)  -0.28
H (-1.85, -3.79, -0.21)  0.22
O (2.57, 3.61, -4.06)  -0.67
S (1.60, 4.25, -3.25)  1.33
O (1.99, 5.23, -2.28)  -0.68
O (0.54, 4.90, -4.21)  -0.27
C (-0.35, 5.89, -3.64)  0.21
C (-1.32, 6.32, -4.71)  -1.42
C (0.67, 3.03, -2.38)  -0.51
H (0.20, 6.75, -3.26)  0.29
H (-0.88, 5.46, -2.79)  0.13
H (-2.04, 7.02, -4.29)  0.40
H (-1.84, 5.48, -5.17)  0.33
H (-0.78, 6.84, -5.51)  0.37
H (1.08, 3.07, -1.37)  0.01
H (0.91, 2.05, -2.79)  0.22
H (-0.40, 3.21, -2.29)  0.27
O (-2.01, -3.48, -4.72)  -0.63
S (-2.49, -2.26, -4.18)  1.13
O (-3.56, -1.58, -4.82)  -0.61
O (-2.86, -2.58, -2.68)  -0.30
C (-3.60, -1.53, -1.98)  0.53
C (-4.88, -2.12, -1.40)  -1.48
C (-1.14, -1.11, -4.02)  -0.61
H (-3.79, -0.72, -2.69)  0.77
H (-2.93, -1.14, -1.21)  -0.55
H (-4.97, -3.18, -1.66)  0.38
H (-5.76, -1.57, -1.72)  0.32
H (-4.89, -2.03, -0.32)  0.33
H (-0.52, -1.41, -3.18)  -0.10
H (-1.53, -0.11, -3.88)  0.29
H (-0.57, -1.17, -4.94)  0.51
O (6.27, 1.70, -0.82)  -0.62
S (5.12, 1.44, -0.04)  0.76
O (4.30, 0.30, -0.34)  -0.39
O (5.53, 1.24, 1.45)  -0.22
C (6.33, 2.27, 2.08)  -0.18
C (5.99, 2.29, 3.57)  -1.17
C (4.04, 2.83, 0.00)  -0.60
H (6.17, 3.26, 1.66)  0.32
H (7.39, 2.04, 1.98)  0.30
H (5.96, 1.25, 3.91)  0.28
H (5.01, 2.71, 3.75)  0.30
H (6.76, 2.80, 4.14)  0.39
H (4.57, 3.73, 0.28)  0.49
H (3.21, 2.59, 0.67)  0.23
H (3.58, 2.92, -0.98)  0.06

The spin multiplicity is 6. As for the expectation value of S²: 8.7527. The energy relative to the best compared isomer or geometry (same formula, charge and spin) comes out at 110.6 kJ/mol. Its charge is +1. The largest force on an atom is 2.71 eV/Å. As for the HOMO energy (alpha / beta): -13.0 / -13.0 eV.

=====

Record 3
# C19H49O22S6V

A molecular structure, C19H49O22S6V at a distorted geometry (wB97M-V/def2-TZVPD, the OMol25 dataset).

Each line ends with the Mulliken charge.
Positions of all 97 atoms, in Å:
O (0.68, -1.24, -0.82)  -0.30
V (-0.20, -1.01, 0.46)  1.71
O (0.40, -4.57, 1.82)  -0.46
C (-0.10, -3.42, 1.44)  0.56
O (0.15, -2.37, 2.13)  -0.60
O (-0.73, -3.26, 0.37)  -0.59
H (0.02, -5.24, 1.23)  0.36
O (-2.04, -1.29, -0.91)  0.14
S (-2.86, -1.70, -2.00)  0.98
O (-2.68, -2.95, -2.63)  -0.78
O (-4.33, -1.61, -1.41)  0.01
C (-5.38, -2.33, -2.10)  -0.28
C (-6.59, -2.29, -1.19)  -1.24
C (-2.89, -0.46, -3.24)  -0.57
H (-5.09, -3.35, -2.35)  0.39
H (-5.59, -1.77, -3.01)  0.26
H (-6.70, -1.28, -0.81)  0.29
H (-6.46, -2.95, -0.32)  0.28
H (-7.51, -2.61, -1.69)  0.43
H (-3.04, 0.51, -2.78)  0.17
H (-3.70, -0.70, -3.93)  0.56
H (-1.93, -0.50, -3.76)  -0.11
O (0.95, 0.24, 1.70)  0.03
S (1.41, 0.95, 2.85)  0.91
O (2.33, 2.01, 2.68)  -0.68
O (0.10, 1.45, 3.55)  0.26
C (0.22, 2.46, 4.56)  -0.38
C (-1.15, 2.64, 5.21)  -1.06
C (2.04, -0.22, 3.99)  -1.04
H (0.60, 3.40, 4.17)  0.31
H (0.94, 2.16, 5.33)  0.33
H (-1.23, 2.07, 6.14)  0.26
H (-1.93, 2.41, 4.50)  0.19
H (-1.28, 3.69, 5.50)  0.41
H (2.84, -0.78, 3.51)  0.19
H (1.23, -0.91, 4.21)  0.17
H (2.33, 0.31, 4.89)  0.53
O (-0.63, 1.05, -0.33)  -0.59
S (-0.37, 2.45, -0.36)  0.67
O (-0.72, 3.24, 0.78)  -0.77
O (1.14, 2.63, -0.73)  0.29
C (1.61, 4.01, -0.72)  -0.51
C (3.10, 4.07, -0.46)  -1.24
C (-1.15, 3.08, -1.80)  -0.93
H (1.06, 4.62, -0.01)  0.49
H (1.43, 4.39, -1.73)  0.30
H (3.63, 3.54, -1.24)  0.31
H (3.35, 3.59, 0.49)  0.19
H (3.39, 5.12, -0.40)  0.42
H (-0.93, 4.14, -1.91)  0.45
H (-2.22, 2.90, -1.68)  0.42
H (-0.78, 2.49, -2.63)  0.02
O (3.22, -0.92, 0.30)  -0.50
S (4.32, -1.41, -0.47)  1.06
O (4.60, -0.87, -1.76)  -0.67
O (5.67, -1.33, 0.37)  -0.35
C (5.76, -0.43, 1.49)  0.30
C (6.00, 0.98, 1.04)  -0.73
C (4.20, -3.17, -0.57)  -1.01
H (6.58, -0.81, 2.09)  0.34
H (4.86, -0.52, 2.11)  -0.32
H (6.90, 1.06, 0.44)  0.32
H (6.10, 1.66, 1.89)  0.40
H (5.14, 1.32, 0.47)  0.01
H (4.34, -3.53, 0.44)  0.30
H (4.99, -3.53, -1.23)  0.39
H (3.20, -3.40, -0.91)  0.29
O (-3.98, 1.06, 2.01)  -0.75
S (-3.19, -0.07, 2.27)  1.30
O (-1.90, -0.23, 1.65)  -0.30
O (-2.97, -0.08, 3.82)  -0.44
C (-2.16, -1.15, 4.37)  0.66
C (-2.54, -1.32, 5.82)  -1.49
C (-4.08, -1.56, 1.94)  -0.86
H (-1.12, -0.87, 4.26)  -0.52
H (-2.31, -2.10, 3.85)  0.41
H (-3.62, -1.24, 5.96)  0.36
H (-2.06, -0.57, 6.45)  0.28
H (-2.19, -2.29, 6.19)  0.41
H (-4.61, -1.39, 1.00)  0.12
H (-4.77, -1.73, 2.75)  0.51
H (-3.36, -2.37, 1.83)  0.24
O (0.91, 1.90, -4.79)  -0.81
S (0.87, 0.58, -4.24)  1.30
O (0.14, 0.35, -3.05)  -0.41
O (0.26, -0.44, -5.29)  -0.26
C (0.53, -0.35, -6.71)  -0.22
C (-0.17, 0.78, -7.42)  -1.11
C (2.51, -0.03, -4.05)  -1.07
H (0.17, -1.30, -7.10)  0.29
H (1.61, -0.29, -6.87)  0.27
H (-1.25, 0.65, -7.40)  0.28
H (0.10, 0.78, -8.48)  0.41
H (0.07, 1.76, -7.03)  0.29
H (2.42, -1.02, -3.62)  0.22
H (3.04, 0.62, -3.36)  0.34
H (3.00, 0.00, -5.02)  0.52

The spin multiplicity is 2. As for the expectation value of S²: 0.7787. The energy relative to the best compared isomer or geometry (same formula, charge and spin) comes out at 0.0 kJ/mol. Its charge is +1. The largest force on an atom is 2.48 eV/Å. As for the HOMO energy (alpha / beta): -11.8 / -12.5 eV.

=====

Which value of charge does entry 2 give?
+1